Entry from the Open Molecules 2025 dataset: 11 unconnected molecules or ions with the total composition C38H89N3O24 in a non-equilibrium geometry (the ωB97M-V functional and the def2-TZVPD basis).

ORCA input file:
```
! RIJCOSX wB97M-V def2-TZVPD def2/J DEFGRID3
* xyz -2 1
O -2.3417 5.9343 0.8360
O -3.9508 -3.3255 -0.5615
O -1.2950 -3.1030 -3.0429
H -3.3954 -1.8936 -1.9559
H -1.6954 4.4267 3.0156
C 5.8749 0.8313 -1.7756
H -2.9784 -4.3730 2.1650
H 1.0583 -2.1997 0.4022
C 6.9914 0.6367 -2.7777
H 5.9634 0.7501 -6.4996
H -2.2217 -2.0870 -0.6134
H -7.1794 0.9971 0.2350
O -0.3490 -0.5292 -1.7391
H -3.6584 5.8991 3.2528
H 7.6860 -0.1461 -2.4373
H 2.6759 -3.7540 -2.9935
H -1.6336 -4.9426 3.1264
C 1.9190 -4.1590 -2.3024
H -4.3719 1.2496 1.1535
H -0.8801 -1.0638 4.1562
O 4.0613 -2.4355 3.7300
H -0.9444 -2.2827 -2.6536
H -5.0092 0.0012 0.1531
H -1.2803 -2.5085 1.1747
H 3.9774 3.1349 -0.3674
H -3.0196 4.8289 -5.3491
H 5.9160 -1.0658 -8.5639
H 0.7845 -5.0166 -0.2376
H -2.0434 2.5992 -3.8534
H 1.0817 -3.4769 -2.4874
H -2.8829 7.6872 1.7983
C -1.8964 1.2799 5.2416
O -6.0746 -3.9392 3.5208
C 2.4297 -4.0833 -0.8894
C 4.2438 -0.1344 -0.4198
H -6.6798 -5.7232 4.2677
O -0.6490 1.9201 5.0568
H -4.3083 -2.7344 0.1360
H 5.1822 1.5799 -2.1822
O -1.8501 3.3987 -4.3818
C 3.7778 3.3491 2.4301
C -0.1007 1.5351 1.1911
C -3.1248 3.9132 -4.7652
C -1.0950 2.6757 0.8071
H -6.6995 -5.6029 2.4616
H -2.3446 -6.0013 1.9825
N -4.6205 -2.0403 1.9118
C -4.0144 4.1708 -3.5452
H -3.5063 4.6689 -2.7089
H -2.6153 7.0119 3.9713
H -7.9698 -4.9209 3.4789
C 0.1577 0.5349 0.2031
H -0.1200 -3.1879 2.2928
O -1.3701 3.6025 1.5923
H -2.4341 1.8137 6.0266
C -0.5585 0.4468 -0.9782
H 2.4679 -0.1297 4.2448
H 1.8026 -1.6944 4.8484
H -0.9940 -0.2871 6.4255
H 6.0044 -0.5617 -4.0511
C 7.5246 0.3894 -5.1364
H 0.4410 -4.8925 -4.3521
O 3.7730 3.5024 -1.2442
O 1.5277 4.1106 3.0768
H -1.2105 7.1935 1.9697
H -1.4907 -4.2452 -1.3242
O 0.7433 -0.9211 3.3882
H -2.7209 -4.4297 -2.5030
H 2.5590 2.1490 1.5618
H -3.8644 2.4765 -2.5736
O 2.7258 2.9223 -3.8319
H 3.9347 2.9328 3.4315
C 2.0936 3.8169 -2.9492
H -0.3092 1.6890 4.1780
C 0.4847 -3.1099 0.2344
H 6.2833 1.3127 -0.8761
H 0.8340 -6.5745 -4.1959
H 7.5372 1.5794 -2.8500
H -3.5758 3.1047 -5.3482
H -4.8006 -4.6199 2.0075
O -1.7342 -1.1277 4.6224
C -2.5884 6.1660 3.2681
N 1.3754 -4.2664 0.1081
H -4.0020 -2.4244 3.9284
H 2.5243 4.8136 -3.1335
C 2.3715 3.5071 -1.4779
H 3.4317 0.5353 -0.7300
H 4.6766 -1.3170 -7.2886
O 3.5038 2.3548 1.4472
H 2.4924 4.7044 1.3786
C 3.0196 -1.7669 3.0257
H -7.9457 1.3266 1.7586
O -4.5521 2.9340 -3.0931
C 1.2471 -5.5738 -4.0520
H -4.8821 4.8307 -3.6644
O 1.5981 -5.4833 -2.7067
C -1.7823 -0.1911 5.6711
H 3.2804 -4.7509 -0.7325
O 0.4677 1.5184 2.3056
H 3.6928 -3.2365 4.1090
H 1.1387 3.3789 2.5698
H -0.0329 -2.9896 -0.7255
N 6.4922 0.3213 -4.1216
H 3.7271 -1.0827 -0.2515
C -4.8939 0.2887 1.2061
C -3.9769 -2.8870 2.9372
H 4.7441 0.1788 0.4986
H 4.7557 3.7765 2.1792
C 2.0266 -1.0923 3.9641
H 3.4301 -1.0174 2.3474
C -2.2422 6.8089 1.9270
H 8.2679 -0.3744 -4.8618
C -6.8937 -5.0832 3.4011
H -3.9264 -0.3081 2.9560
H 0.7474 -0.1525 2.7710
O -1.7876 5.1188 3.7157
C -4.7806 -4.1994 3.0169
C -6.9727 1.2986 1.2670
C 5.6923 -1.5697 -7.6145
O -1.1880 -4.5799 1.0879
H -6.5486 2.3031 1.2176
H 7.9729 1.3843 -5.1444
H 2.0265 -5.4243 -4.8095
H 3.0987 5.4125 2.8130
H 2.5457 -2.5248 2.3893
C 2.7382 4.4613 2.4189
H -4.2693 -4.8729 3.7173
H -2.7023 -0.4261 6.2167
O -6.1223 0.3673 1.8994
C -2.1239 -3.6616 -2.0037
C -0.5638 -3.3302 1.3031
C -1.6843 2.6227 -0.4942
H -2.4362 3.3764 -0.6873
C -4.0063 -0.7149 1.9358
C -2.0547 -4.9571 2.1140
C 6.8660 0.1283 -6.4885
O 6.5672 -1.2406 -6.5702
H 1.9091 4.3345 -0.9200
H 0.8873 -0.2233 0.4478
O 5.1269 -0.3251 -1.4989
H 1.0180 3.8932 -3.0992
C -2.9412 -2.6002 -1.2580
C -1.5629 1.5280 -1.3308
H 3.6381 2.8274 -3.5368
H 2.8572 -3.0806 -0.7880
H -2.4787 1.3212 4.3158
H 1.8964 2.6069 -1.0861
H 5.7443 -2.6314 -7.8606
H 7.5094 0.4822 -7.3050
H -2.9682 -3.1436 2.6120
H -2.9854 -0.7058 1.5457
H -5.5123 -1.8719 2.3833
O -2.3654 1.4096 -2.3034
H -1.9877 5.0284 1.0209
*
```

Calculated values
* frontier orbital gap: 0.25100 Eh
* E: -3471.1532 Ha
* relative energy (zero: lowest compared OMol25 entry of this formula, charge and spin): 0.000 eV

Here are the Löwdin charges for atoms 1 to 5, given in e: -0.10, -0.09, -0.10, 0.13, 0.05

---

Entry from the Open Molecules 2025 dataset: a molecular structure, C38H90O2 in a non-equilibrium geometry (the ωB97M-V functional and the def2-TZVPD basis).

ORCA input file:
```
! RIJCOSX wB97M-V def2-TZVPD def2/J DEFGRID3
* xyz 0 1
H 2.8889 1.2923 -8.8652
H 3.1773 2.5412 -5.4554
H 1.7886 -4.5853 1.3391
H -2.9482 3.6136 1.1447
C 4.1944 6.5611 1.8652
H -4.0896 -5.8151 2.6746
H 3.4083 -5.1623 1.3496
C 0.4692 0.9337 -2.5746
H 1.9518 4.8487 1.7704
C -1.5669 -2.2035 3.6432
H -1.6398 -1.3416 2.9800
C -0.3056 2.5522 3.6772
H 1.7810 -4.5447 -2.6714
C 3.5457 5.7691 0.7018
C -3.1506 -6.2316 2.3100
H 2.0170 1.5558 0.4056
H -0.1873 -1.0055 5.0448
H 1.8369 -3.2643 -1.4377
H 3.8473 2.1711 -7.6790
H -0.5801 -3.9034 1.3462
C -3.1689 -1.7064 2.2224
H -3.3957 -7.1560 1.7871
C 1.7952 1.6901 -0.6531
H -2.1372 1.3220 -0.7499
H -1.6184 -1.7349 1.0958
C 1.6279 4.3157 -0.2934
H -0.3550 2.2896 -0.4190
H -2.5329 -6.3882 3.1943
H -3.2195 -5.1091 0.4951
O 1.1169 2.7264 3.4746
H -3.5935 -3.6806 2.4337
H -2.6467 -5.0373 -2.1454
H -2.5007 -1.1505 0.2694
H 0.7127 0.8854 -1.5132
C -2.2473 -4.0577 -1.8830
H 3.5668 -5.1387 -1.1600
H 2.4555 1.6828 -3.2239
H 0.2403 -3.0376 -0.0128
H 1.3678 2.9191 -2.9356
H 1.0983 -0.3602 1.1022
C -0.3987 0.0743 -0.4439
C -0.8285 -3.9488 -2.3012
H -0.1321 -0.7667 -1.0840
C 2.9148 1.6268 -7.8281
H 1.4601 6.2320 0.8699
H -0.8473 3.4572 3.4025
C 0.6366 2.6052 1.2524
H 0.1649 2.5465 -4.9740
H -4.1992 -0.7977 0.5053
H 1.5398 4.8252 -1.2530
H -0.4434 2.3283 4.7351
H 1.8087 3.5777 -7.8752
H 0.9857 -3.1626 1.5963
H -3.5541 1.0889 2.0479
C -2.7315 1.6473 0.1040
C -2.8299 0.7048 1.3296
H -2.3393 -4.0179 -0.7976
C -0.8387 1.3947 2.8864
H 0.9766 2.2399 -7.5632
C -1.4323 -3.5512 2.9121
O -0.1161 0.1880 3.1134
C 2.5671 -5.1697 -0.7268
C -2.2331 3.0542 0.5415
H 1.5272 1.9783 1.2964
H 0.5210 -2.0833 3.7561
H -2.6543 4.5007 -0.9493
H -1.8727 1.1733 3.1508
H -3.7669 1.7173 -0.2295
H 2.3905 3.5528 -0.4499
H -0.6608 -4.4399 -3.2597
H -0.5954 1.1680 -2.5785
H -0.6539 -2.8760 -2.3820
H -2.3477 -2.1162 4.3988
C -2.6285 -3.7838 1.9375
H -0.1349 1.8910 1.5403
C -3.2225 -0.7619 0.9878
H 2.9159 0.7214 -7.2213
H -1.1983 3.3608 -1.2232
C -2.5153 -5.2132 1.3206
H -0.1413 -4.2518 -0.3167
H -1.4855 -0.0089 -0.4522
C 1.6244 -4.3183 -1.6167
C 2.6870 -4.6365 0.7240
H -1.2034 4.7776 -0.1974
H 2.1483 -6.1596 -0.5456
H 2.0338 3.8538 -5.5639
H 2.4947 1.0304 -1.1666
C 2.0651 5.3282 0.7981
C 0.1596 -4.5356 -1.3252
H -0.2710 -2.6272 5.3120
H -2.1677 -1.8925 2.6111
H 0.1697 2.8433 -0.8196
H 0.9411 0.9766 -5.0918
H -0.7650 1.5600 1.8115
H 0.8045 3.2166 2.1390
H 0.6492 -0.1121 -2.8234
H -0.1101 -5.5871 -1.4237
H -0.4525 4.1610 0.0963
H -0.4358 0.4317 1.5673
H 3.8272 7.5564 2.1155
C 1.3982 1.9133 -3.3546
C 1.1121 2.0237 -4.8420
H -3.5130 -2.7194 2.0134
H -2.9218 -3.2832 -2.2484
C 0.0433 -3.0566 1.0591
C 0.0191 -0.3429 0.9500
H 1.5523 1.8842 3.6253
H 4.1400 4.8555 0.6856
H -1.5768 -5.5017 0.8473
C 1.9333 2.6759 -7.2759
H 4.1943 5.9547 2.7710
H -1.3812 2.8772 1.1980
H -3.7652 -1.2356 3.0040
C -0.5991 -1.6784 1.4778
C -1.8146 3.9413 -0.5367
H 0.7625 0.2325 2.7290
H 3.7885 6.2387 -0.2514
H -1.3966 -4.3079 3.6958
C 0.2357 1.4704 -0.8289
H 2.0445 2.7120 -0.9388
C 2.1458 2.7801 -5.7143
H -0.4911 -3.6152 2.3660
H -2.4584 -3.0023 1.1969
H 3.0915 -3.6257 0.6715
C 0.4152 3.5070 0.0094
H -1.9206 0.7357 1.9300
H 5.2368 6.6569 1.5615
C -0.2840 -1.9295 4.4747
H -0.0610 1.7120 -1.8495
H -0.7392 -1.4999 2.5439
*
```

Calculated values
* frontier orbital gap: 0.19742 Eh
* E: -1650.2921 Ha

Here are the Löwdin charges for atoms 1 to 5, given in e: 0.06, 0.10, 0.04, 0.13, -0.11

---

Entry from the Open Molecules 2025 dataset: 7 unconnected molecules or ions with the total composition C38H91N5O4S2 in a non-equilibrium geometry (the ωB97M-V functional and the def2-TZVPD basis).

ORCA input file:
```
! RIJCOSX wB97M-V def2-TZVPD def2/J DEFGRID3
* xyz 0 1
H -6.4451 5.9402 -1.3014
H -0.5175 9.9562 2.0186
H -3.3223 14.4473 -1.7064
H -3.6516 -2.6205 3.6046
H -7.7044 9.4538 -4.0002
H -7.4014 8.9165 -6.9661
C -1.5742 5.0215 1.0843
O -5.5622 2.6979 -1.4017
H -2.3974 10.7303 7.3747
H -1.9780 1.4492 0.8592
H -4.6117 12.8151 5.5075
H -4.9754 8.3786 -0.1334
C -2.7923 0.7247 0.8722
H -2.9756 5.0888 -2.1322
O -7.2375 3.5660 -3.1114
C -1.7054 10.1188 6.7957
H -3.1509 -3.4469 2.1533
H -8.9992 9.3019 -5.4446
C -3.6192 7.0382 -2.7238
C -2.4363 10.4396 3.1219
S -1.9409 1.2513 -5.7056
H -2.5813 12.4342 5.7683
C -6.8931 5.1011 -0.7691
C -4.2570 12.3252 4.6007
H -3.5416 1.3366 1.3744
H -3.3414 4.6098 -6.4823
H -1.7311 6.2063 -1.7318
H -4.4962 13.2692 -1.7326
C -3.7335 -2.6009 2.5178
H -5.2974 5.9049 -6.3036
H -2.2524 12.8957 4.1155
N -2.6217 -0.4704 1.7055
H -0.9048 9.7237 7.4210
N -3.3950 6.2266 -0.3853
H -7.8666 2.5213 0.1991
H -1.4367 11.3946 1.5166
H -2.0786 15.6709 -0.4770
H -2.3353 16.6536 1.0311
H -5.9769 13.7271 -0.5359
H -2.7700 11.4611 -1.1503
H -0.6388 5.2820 0.5890
C -1.2101 10.3644 5.2734
H -3.3846 9.1088 -0.7274
H -1.7967 5.5901 1.9872
C -3.1417 3.7223 -5.8818
H -5.6141 14.5749 2.3745
H -4.1657 7.8122 -5.4036
C -8.2357 2.7865 -0.7916
C -3.5477 13.4874 -1.2417
H -2.7010 9.3884 3.2358
C -7.0410 9.5443 -6.1513
H -4.0949 -1.4888 0.5985
H -8.5151 5.3971 0.8699
C -1.7683 2.9802 -6.2465
O -1.0474 0.9725 -4.6314
H -0.3720 -0.0186 2.2362
H -1.8754 -0.9815 3.6072
H -5.3554 7.1475 -7.5820
H -4.6843 7.0313 -2.4921
C -5.9478 13.8856 1.5988
H -0.3223 10.9881 5.3773
H -3.5762 1.7106 -4.1504
C -2.8155 6.1100 -1.7862
C -1.1619 10.7651 2.3630
C -9.1491 3.9257 -0.5821
S -6.8088 3.4394 -1.7198
H -1.3398 4.0333 1.4802
H -5.2523 2.9309 -5.5638
C -3.8358 -1.2720 1.6348
C -3.0342 0.3789 -0.6981
C -5.7215 6.8659 -6.5947
C -8.3326 5.2544 -0.1952
H -3.8263 11.0479 -6.3272
C -3.0780 14.6363 1.0807
H -5.5994 7.5776 -4.4237
H -8.9371 6.0306 -0.6645
H -0.8977 9.3812 4.9217
H -2.2771 -0.2959 -1.0976
H -4.5059 13.0961 3.8715
N -3.8739 13.7198 0.2066
H -3.1061 9.6934 -5.2474
C -2.4286 12.4499 -1.4568
H -4.8193 11.4167 4.3847
H -2.1915 14.0865 1.3967
C -4.2897 2.6265 -5.9746
H -5.7793 11.1777 -4.8440
H -5.1442 9.8044 -3.8495
H -5.5484 15.2515 -0.0109
C -5.1377 10.2968 -4.8219
C -0.8371 0.6126 2.9935
H -5.6457 12.9016 1.9576
H -2.8700 1.3660 -1.1303
H -3.0273 0.4287 3.6162
H -3.6666 16.3950 -0.0404
H -1.5155 12.7153 -0.9239
H -8.5038 1.8904 -1.3511
C -3.0420 7.4911 0.3584
H -3.0779 4.1519 -4.8820
C -8.0093 9.1705 -5.0076
C -2.7870 12.1718 4.7306
H -9.8072 3.9986 -1.4479
C -2.8445 4.9203 0.2136
H -6.8100 6.9134 -6.6248
H -3.6683 4.5547 0.8266
H -3.3204 10.9650 2.7606
H -0.5382 11.3612 3.0292
H -1.8746 3.0693 -7.3276
H -2.0062 7.7931 0.2037
C -3.6859 10.6119 -5.3381
N -2.3609 10.8197 4.5525
H -4.7537 -2.9742 2.4294
H -0.6707 1.6566 2.7283
H -1.9478 12.4208 -2.4346
H -7.9675 8.1213 -4.7152
H -9.8561 3.7986 0.2376
H -7.2528 10.5538 -6.5036
H -3.3400 8.0496 -3.0191
H -4.0537 0.0345 -0.8716
H -4.6199 -0.7200 2.1531
H -3.7341 14.8058 1.9344
C -3.9453 8.6559 0.0904
H -2.5511 4.0414 -0.3604
H -3.4342 6.6626 -3.7302
H -2.4277 9.3193 6.6307
H -4.5336 2.3059 -6.9875
C -5.2546 7.8602 -5.4184
O -1.9342 0.4690 -6.9051
C -2.7572 15.9271 0.3366
H -2.9638 7.3178 1.4317
H -4.0868 9.3842 0.8890
H -0.8084 3.3848 -5.9256
H -3.0912 11.2910 -4.7271
C -5.3447 14.2043 0.2129
H -4.1461 0.3960 -5.3591
N -5.5699 9.2767 -5.7956
H -7.0276 14.0284 1.5567
C -3.6923 1.3707 -5.1795
H -6.3018 4.8994 0.1241
C -2.2512 -0.1094 3.0720
H -0.2939 0.4248 3.9196
*
```

Calculated values
* frontier orbital gap: 0.30827 Eh
* E: -2873.2045 Ha

Here are the Löwdin charges for atoms 1 to 5, given in e: 0.08, 0.07, 0.09, 0.06, 0.07